94
Properties=species:S:1:pos:R:3:mulliken_charge:R:1 method="wB97M-V/def2-TZVPD" molar_mass_g_mol=640.7 de_lowest_kcal_mol=262.16 homo_lumo_gap_ev=8.06 spin_multiplicity=1
C 2.154 19.832 4.453 -0.58
O 3.259 19.403 5.150 0.12
N 0.939 19.409 4.678 -0.51
N 2.217 20.642 3.463 -0.29
H 1.030 18.409 5.038 0.54
H 0.091 19.487 3.998 0.30
H 3.195 20.934 3.288 0.45
H 1.657 20.502 2.602 0.25
C 4.346 22.411 6.203 0.04
O 5.172 21.749 7.100 -0.52
N 4.958 23.161 5.323 -0.41
N 3.090 22.303 6.215 -0.07
H 5.943 23.244 5.476 0.45
H 4.526 23.770 4.685 0.19
H 2.533 21.772 6.931 0.21
H 2.484 22.788 5.520 0.23
C 9.466 18.911 2.235 0.61
O 9.509 17.669 1.673 -0.75
N 8.516 19.373 2.943 -0.05
N 10.453 19.751 2.107 -0.41
H 7.809 18.669 3.246 0.15
H 8.649 20.139 3.602 0.20
H 11.061 19.483 1.293 0.31
H 10.341 20.783 2.269 0.23
C 8.432 23.055 5.560 0.48
O 8.708 21.861 4.958 -0.63
N 9.161 24.106 5.490 -0.46
N 7.467 23.035 6.414 -0.25
H 9.952 24.171 4.799 0.32
H 8.703 25.055 5.597 0.22
H 7.072 22.116 6.623 -0.24
H 7.309 23.817 7.060 0.22
C 2.793 16.726 6.891 0.44
O 1.822 17.202 6.022 -0.89
N 3.352 15.573 6.742 -0.26
N 3.171 17.437 7.913 -0.35
H 3.097 14.946 5.950 0.29
H 4.358 15.476 7.021 0.23
H 2.755 18.440 7.866 0.25
H 4.105 17.394 8.434 0.54
C 5.806 16.035 8.923 0.44
O 5.978 15.573 10.171 -0.79
N 5.654 17.304 8.654 0.11
N 5.965 15.322 7.826 -0.31
H 5.961 18.031 9.334 0.06
H 5.586 17.686 7.693 0.30
H 6.329 14.388 8.138 0.25
H 6.268 15.560 6.887 0.41
C 1.139 20.506 7.904 0.21
O 0.410 20.587 9.140 -0.77
N 0.618 20.897 6.785 -0.29
N 2.338 19.954 7.807 0.15
H -0.312 21.410 6.838 0.24
H 0.778 20.326 5.905 0.38
H 2.967 19.845 8.655 0.25
H 2.805 19.837 6.848 -0.61
C 6.991 16.279 3.930 -0.02
O 6.858 15.757 5.150 -0.73
N 6.643 17.551 3.779 -0.22
N 7.114 15.623 2.763 -0.24
H 6.302 17.900 4.654 -0.85
H 6.402 17.881 2.866 0.42
H 7.428 14.661 2.839 0.35
H 7.029 16.064 1.782 0.21
C 9.295 17.738 8.398 -0.14
O 9.498 19.043 8.689 -0.57
H 9.024 17.070 9.266 0.28
H 10.191 17.269 7.987 0.33
H 8.392 17.718 7.752 -0.27
H 8.806 19.207 9.318 0.28
C 9.899 15.852 4.724 -0.37
O 11.163 15.766 5.350 -0.56
H 9.308 14.902 4.802 0.22
H 9.826 16.241 3.729 0.30
H 9.334 16.545 5.354 0.10
H 11.657 16.545 5.142 0.31
C 6.812 19.505 6.024 -0.28
O 5.689 18.741 6.369 1.84
H 7.325 19.897 6.920 -0.15
H 6.729 20.336 5.348 -0.33
H 7.596 18.832 5.768 0.33
H 4.848 19.234 6.445 -0.86
C 6.703 20.402 9.842 -0.74
O 6.802 19.155 10.463 -0.50
H 7.608 20.805 9.524 0.31
H 6.439 21.199 10.569 0.46
H 5.953 20.309 8.979 0.14
H 6.466 19.272 11.359 0.26
C 5.912 21.713 2.648 -0.56
O 4.898 21.143 3.468 -0.65
H 6.226 22.665 2.950 0.32
H 5.620 21.768 1.611 0.36
H 6.791 21.034 2.750 0.16
H 4.725 21.708 4.283 0.46